Molecular formula: C23H27N3O4
Method: DFT, ωB97M-V/def2-TZVPD

XYZ file:
```
57
Properties=species:S:1:pos:R:3:forces:R:3:nbo_charge:R:1
C -0.368893 3.181199 -0.425684 6.718 5.938 8.095 0.206
N 2.740678 1.848801 0.079043 4.684 -5.071 0.451 -0.566
C 5.738305 -0.482007 0.777784 -9.863 2.815 -5.464 -0.336
C -1.195102 2.231463 -0.771639 -2.571 0.895 -3.147 -0.280
H -2.952810 -2.194313 -1.988462 -2.167 1.399 1.906 0.227
O -0.885277 -1.144098 -2.259927 -0.684 2.137 1.023 -0.629
C 5.784600 1.267457 3.002231 -3.330 -0.913 0.924 -0.265
O 4.675164 1.301977 1.921646 1.431 5.407 8.219 -0.495
H 5.669854 -3.447362 -1.691811 1.423 0.100 -0.062 0.187
H -4.140418 -3.419529 -0.211555 -2.528 -3.664 -0.933 0.230
H -0.332872 5.292292 0.492183 -1.218 -1.824 -1.075 0.240
H 2.853821 -0.041866 -1.838265 0.669 -0.459 0.506 0.235
H -7.459655 -0.744910 2.428093 -0.031 -2.029 -2.949 0.222
C -1.416770 -0.292655 -1.524360 2.818 -0.281 -0.333 0.683
O 6.662146 -2.120190 -0.305288 -1.239 -2.041 -5.010 -0.521
C -7.433260 -1.356731 1.347248 -0.083 -2.651 2.700 -0.618
H -6.037146 -2.689862 0.100358 -0.381 0.390 1.841 0.178
H -3.082296 1.771666 -1.964131 2.539 2.216 1.305 0.210
H -4.027186 4.145313 -1.436492 2.345 -1.368 0.273 0.234
C 3.676638 -0.255461 -1.125037 -9.392 11.189 3.775 -0.180
H -4.426836 -1.140834 -1.321393 0.521 -2.158 1.348 0.256
H 5.581218 2.177224 3.781831 0.390 -2.593 -2.185 0.230
H -6.162895 -3.059360 2.064654 0.996 1.844 -2.408 0.183
C -2.339554 2.631576 -1.430182 -6.465 -5.338 -2.092 -0.113
C -3.818342 -2.092020 1.339052 2.148 2.120 -1.395 -0.067
H 6.548479 -0.608713 1.214621 6.905 -0.853 4.753 0.200
C -3.362523 -2.814614 -0.123879 -0.406 3.563 8.050 -0.478
H -2.772474 0.066513 -0.070604 0.444 0.143 -1.343 0.394
C 4.672857 -0.870559 -1.397986 8.511 -11.870 -3.465 -0.304
C -3.519261 -1.722866 -0.927349 3.495 4.966 -11.716 -0.243
H 4.482990 -1.646082 -2.248022 1.042 1.453 1.101 0.206
C 6.667806 -2.912758 -1.700205 1.174 -7.301 10.731 -0.221
C -6.083837 -2.230905 1.159905 -1.972 0.524 1.245 -0.098
C 0.598459 0.789271 -0.683927 5.045 -7.808 0.315 -0.313
C 1.469660 1.611882 -0.191907 -0.366 11.728 3.206 0.401
H -3.902427 -2.818451 2.064106 -0.170 -1.651 1.897 0.164
H -7.365056 -0.681489 0.586609 -0.167 2.271 -1.915 0.199
H 6.652014 -2.291412 -2.392052 0.863 5.569 -6.414 0.152
C -2.964403 3.744118 -1.137864 -3.171 1.827 -2.012 -0.274
N 0.927097 3.069262 0.141081 -2.867 -4.565 -3.615 -0.441
H -3.138658 -1.266777 1.673860 0.721 -1.406 -0.359 0.177
H -2.420909 -3.081878 0.210532 1.954 -1.300 -0.575 0.243
H 6.700696 1.316792 2.499824 1.416 0.628 -0.655 0.187
O -4.946744 -1.293752 1.261273 -3.116 -2.296 0.026 -0.548
H -2.559814 5.893556 -0.421656 0.986 -3.939 -0.181 0.163
C -0.654990 1.079671 -0.943705 -1.342 -9.048 -2.998 0.034
N -2.590168 -0.446941 -0.956378 -3.174 -1.413 4.226 -0.628
H -8.396380 -2.036000 1.102051 2.201 1.560 1.057 0.214
H 5.752077 0.170049 3.448540 -0.224 2.478 -0.456 0.206
C -2.117019 4.620181 -0.538494 -4.673 9.439 1.554 -0.162
H 7.637311 -3.677228 -1.442803 -2.933 2.318 -1.554 0.215
H 2.973460 2.505136 0.818398 -0.573 0.080 -0.452 0.431
C -0.964539 4.460902 -0.016940 5.256 -0.016 0.262 -0.220
C 4.745346 0.617069 0.903671 3.142 -5.942 -2.491 0.304
H 1.291719 -0.358303 -0.618835 -3.314 2.788 -0.858 0.225
C 3.760510 0.711568 0.025517 -4.170 0.101 -3.915 0.028
C 5.575587 -1.264987 -0.337266 2.754 1.912 1.234 0.334
```
Forces are in eV/Å.

Output
Net charge: 0
Energy relative to the best compared isomer or geometry (same formula, charge and spin) (kJ/mol): 1962.4
Molar mass (u): 409.5

***

Molecular formula: C36H80O24
Method: DFT, ωB97M-V/def2-TZVPD

XYZ file:
```
140
Properties=species:S:1:pos:R:3:forces:R:3:lowdin_charge:R:1
C -25.271578 1.540134 -5.484648 0.392 0.369 -0.042 -0.110
O -26.072663 4.936882 -7.581036 1.212 -0.270 0.034 -0.203
H -28.532449 -2.913694 -2.084652 0.705 0.677 -0.173 0.105
H -25.513229 1.416785 -10.342773 -0.183 0.001 -0.215 0.096
C -18.205558 0.543314 -5.837994 -0.744 1.140 -2.267 -0.204
H -21.717493 3.576337 -14.125327 -0.115 0.043 -0.120 0.094
H -16.378257 0.074412 -4.935419 0.098 -0.228 -0.028 0.123
H -20.742557 3.477355 -1.180288 -0.313 0.994 1.734 0.118
H -24.612650 2.445549 -11.514048 -0.317 0.253 0.158 0.115
O -28.459900 -1.499647 -3.543480 -0.704 -0.924 -0.088 -0.199
H -20.968815 -2.251907 -12.293835 -0.197 0.056 -0.487 0.078
H -24.478957 2.884631 -1.260602 -0.961 -0.755 0.842 0.112
H -26.117055 -3.767427 -4.318826 0.528 -0.376 -1.365 0.104
H -28.581338 6.782510 -3.708686 0.366 0.212 -0.605 0.100
H -14.297369 1.327089 -5.354565 0.718 -1.373 0.741 0.055
C -22.900377 3.938553 -1.906902 -1.462 -1.514 -0.447 -0.200
C -22.836537 5.014075 -6.167694 0.092 -1.302 -0.589 0.000
C -24.870829 6.449781 -12.094506 -1.593 -0.434 0.594 -0.014
O -25.675587 -1.415982 -9.988654 0.333 0.014 -1.159 -0.169
C -28.064710 -0.210228 -3.874231 -0.827 1.116 1.001 -0.243
H -24.311729 5.826107 -1.102284 0.898 0.798 0.522 0.058
H -20.652565 3.171905 -12.743249 -0.200 0.106 -0.083 0.095
H -23.571335 3.617306 -9.832754 0.198 0.168 0.576 0.109
O -23.448316 2.045191 -8.424346 -0.562 0.868 -1.135 0.045
H -28.336037 0.455029 -3.012125 -0.024 -0.037 -0.819 0.140
H -25.055663 3.312415 -8.856922 0.552 -0.327 -0.288 0.118
H -27.985149 -1.306360 -1.549893 0.114 0.703 0.798 0.074
H -22.005118 -1.312890 -6.078931 -0.410 0.274 0.138 0.074
H -26.423276 -1.004597 -4.781627 0.385 0.612 -0.413 0.120
O -18.834306 -0.514759 -9.851912 -0.084 -0.780 0.195 0.143
H -27.960371 5.689027 -7.612481 0.349 -1.032 0.612 0.147
H -19.830547 -2.512868 -10.964216 -0.749 0.763 0.011 0.106
O -21.575038 4.986811 -6.883846 -1.227 0.334 1.159 0.023
O -22.331712 0.145607 -8.487174 0.254 0.281 -0.393 0.073
C -19.727467 -0.013701 -10.463773 -0.333 1.927 -0.208 -0.617
C -27.869888 -0.569720 -9.718114 -0.459 -1.947 -1.644 -0.258
C -25.290763 5.420050 -1.081699 0.019 -2.433 -1.056 -0.035
C -27.388629 5.354780 -5.511510 -0.620 -2.274 -2.068 -0.211
H -24.392156 1.382186 -4.823954 -0.656 -0.480 0.119 0.084
O -26.551179 1.167264 -4.975431 0.825 -1.296 1.097 -0.197
C -21.681430 3.188383 -13.116457 0.604 1.112 0.434 -0.004
C -23.419395 0.941706 -10.525257 0.183 1.807 1.031 -0.034
C -23.851375 -3.137967 -5.943447 -2.980 1.802 0.263 -0.590
C -27.655120 7.218538 -4.153239 -0.215 0.820 1.116 -0.119
H -24.066386 -1.758076 -8.834266 0.399 0.124 0.969 0.051
C -25.727503 6.109730 -8.252881 2.054 -1.116 -1.454 -0.094
O -22.417723 4.024724 -12.202589 0.271 -0.432 0.911 -0.025
C -27.553130 1.323201 -8.329570 -1.478 0.160 -0.046 -0.064
H -25.292253 2.658747 -5.553941 -0.135 -0.934 -0.678 0.086
H -20.499858 0.617742 -7.180635 0.704 0.002 -0.125 0.055
O -23.614516 4.899147 -13.838728 -0.995 0.347 -1.349 0.136
H -25.507013 6.954540 -7.648679 -0.372 0.830 0.904 0.087
H -25.034545 -3.236487 -9.154444 0.454 0.694 -0.541 0.115
H -26.622994 -1.350697 -8.162624 -0.042 0.144 -0.535 0.136
O -27.326526 6.731210 -5.413667 -0.353 -0.064 0.186 -0.162
C -27.918157 -2.014533 -2.341934 0.152 -1.355 -1.502 -0.099
O -19.901505 1.320419 -10.615802 -0.172 0.417 0.347 -0.039
H -28.578622 0.070567 -4.811206 -0.128 -0.023 0.679 0.138
C -24.590799 1.950162 -10.545612 0.599 -1.249 -0.074 -0.105
H -22.553921 1.278443 -11.105106 -0.247 -0.400 -0.243 0.106
C -21.650472 5.551029 -8.072384 -0.260 -0.835 0.161 -0.662
C -24.395116 3.482098 -2.142898 2.074 1.565 1.287 -0.198
H -26.863465 -2.300078 -2.578291 -0.560 0.024 0.799 0.084
H -27.648837 2.424596 -8.374125 0.350 -0.649 -0.472 0.084
O -24.421744 -2.060755 -6.126748 0.310 -1.709 0.245 0.079
H -18.292206 2.404189 -9.772136 0.159 0.006 -0.403 0.099
C -21.266462 4.162466 -0.380624 2.495 -0.240 -2.472 -0.156
C -24.633231 -2.273636 -9.579010 -1.171 -0.307 1.165 -0.084
H -22.049442 2.199683 -13.049494 -0.569 -1.038 -0.131 0.073
C -26.845997 -1.514975 -9.253369 1.335 -1.209 2.328 -0.259
H -26.869258 7.063623 -3.402444 0.157 -0.225 -0.186 0.072
H -25.947230 -0.138938 -3.391698 0.959 0.597 1.321 0.105
H -15.020960 2.967955 -4.970383 0.342 -1.341 -0.620 0.108
O -24.474375 -4.285783 -5.553752 1.927 0.033 -0.238 -0.011
H -24.919847 7.247913 -11.356244 0.614 -0.057 -0.089 0.099
O -22.579651 -3.311895 -6.066194 2.093 -0.724 -0.587 0.041
C -25.851747 -4.307952 -5.295536 -0.914 0.892 2.119 -0.057
H -22.287718 3.137866 -2.350374 0.126 0.328 -0.186 0.117
C -26.621778 -0.085412 -4.194811 -0.225 0.208 -2.806 -0.178
H -20.762913 -2.319803 -6.690599 -0.229 -1.077 0.374 0.098
H -14.417683 2.563320 -6.619973 -0.359 -0.574 0.917 0.099
H -26.559347 4.802284 -5.111899 0.939 0.171 0.904 0.101
H -28.693048 -0.864966 -9.091749 -1.250 0.210 0.102 0.118
H -22.675758 4.891064 -2.356340 0.174 0.501 -0.311 0.119
H -25.044874 0.990480 -6.435051 -0.136 0.772 0.636 0.081
H -23.189726 5.983500 -5.911633 0.121 1.023 0.136 0.089
C -20.782554 -2.010927 -11.265070 0.326 0.501 0.917 0.013
O -25.314890 4.514066 -2.240549 -0.858 1.074 0.591 -0.199
O -20.589358 5.128195 -8.705470 2.040 0.380 -2.232 -0.006
H -21.004120 2.121034 -6.468520 -0.203 0.283 0.070 0.079
H -26.188706 -5.337351 -5.098304 0.502 0.264 -0.589 0.099
H -27.227910 -2.562421 -9.248670 -0.092 0.424 -0.387 0.137
H -23.618821 4.541870 -6.782494 0.309 0.012 0.247 0.085
H -28.457046 0.984785 -7.813318 -0.033 -0.056 0.287 0.097
H -19.467956 1.904419 -8.616742 -0.278 -0.151 -0.234 0.077
H -25.395472 4.757279 -0.177487 -0.331 1.151 -0.524 0.113
H -28.283828 4.792836 -5.067389 0.566 1.427 -0.416 0.149
O -22.546806 6.208197 -8.516264 -0.373 0.692 -0.011 0.119
O -20.731706 -0.532336 -11.171824 0.493 -2.285 -0.097 -0.021
O -22.611375 3.942586 -0.514379 -1.061 0.406 -0.353 -0.188
C -14.903332 2.100848 -5.713607 -1.610 3.407 -1.268 -0.103
H -25.864502 6.003821 -12.094146 -0.147 -0.179 0.114 0.099
H -23.958601 -2.420448 -10.381555 0.354 -0.469 -1.115 0.064
C -22.953953 0.999243 -9.080552 -0.285 -1.381 0.494 -0.460
H -23.760681 -0.038453 -10.699665 0.059 -1.176 -0.661 0.089
C -21.848063 -2.205902 -6.661320 -0.160 0.915 -0.895 -0.011
H -27.720929 3.937761 -7.070951 -0.054 0.172 -0.174 0.099
H -22.149758 -1.977047 -7.712497 -0.145 -0.460 1.025 0.079
H -19.913997 3.196728 -9.768540 0.343 -0.789 -0.037 0.073
H -17.980854 0.123818 -6.875050 -0.265 0.679 0.978 0.151
H -24.523297 2.875204 -2.994182 0.097 -0.644 -1.126 0.088
H -24.747937 5.831856 -8.682490 -0.474 0.488 -0.236 0.067
C -20.287533 5.829787 -9.950057 -0.507 -0.066 -0.817 -0.010
H -22.638486 4.427672 -5.283502 -0.105 -0.114 0.251 0.087
H -19.792869 5.177313 -10.720780 -0.154 0.223 1.370 0.095
C -16.952075 0.964908 -5.213369 1.558 0.061 0.842 -0.244
O -19.063956 1.730299 -5.943514 -0.213 -2.323 -0.737 -0.170
C -20.382521 1.253634 -6.302099 0.397 0.569 0.773 -0.110
C -23.400907 4.796576 -12.672602 2.050 -1.024 -0.801 -0.670
H -26.420973 6.321960 -9.060611 -0.335 0.228 -0.042 0.092
H -26.021460 6.196828 -1.289452 -0.225 -0.265 0.454 0.077
H -26.714374 1.050232 -7.725829 0.737 -0.212 0.200 0.057
C -24.214816 2.844206 -9.405808 -0.191 1.325 0.612 -0.111
H -20.897754 3.993640 0.595588 0.033 -0.669 1.115 0.069
O -23.944471 5.438039 -11.688027 -0.551 1.103 0.982 0.019
H -17.112396 1.495056 -4.242757 -0.036 0.136 -0.749 0.141
C -19.358396 2.247182 -9.648677 -0.075 0.035 0.281 0.005
H -26.375919 -3.833217 -6.098658 -0.555 0.130 -0.437 0.079
C -27.307121 4.952733 -7.034762 -3.159 0.962 1.447 -0.233
H -18.681350 -0.275329 -5.330256 -0.485 -0.197 0.769 0.110
H -24.746156 6.765664 -13.108116 0.706 0.407 -0.408 0.086
H -20.889100 5.186585 -0.625101 -0.729 -0.291 -0.125 0.097
O -27.570147 0.752061 -9.624232 0.618 1.992 -0.446 -0.166
H -28.048769 -0.874968 -10.806711 -0.155 0.940 1.283 0.163
H -21.630119 -2.351142 -10.639006 0.588 0.202 -0.260 0.082
H -27.758130 8.306849 -4.260464 -0.205 -0.295 0.090 0.092
H -19.646852 6.709381 -9.723288 -0.560 -0.574 -0.207 0.107
O -16.203573 1.707464 -6.167439 0.539 -0.099 0.617 -0.187
H -20.738323 0.686663 -5.444354 -0.445 -0.108 0.140 0.080
H -21.249981 6.089780 -10.439334 0.635 0.282 0.507 0.088
```
Forces are in eV/Å.

Output
Net charge: 0
Molar mass (u): 897.0
SMILES: COC(=O)OC.COC(=O)OC.COC(=O)OC.COC(=O)OC.O=C1CCCO1.COCCOC.COCCOC.COCCOC.COCCOC.COCCOC

***

Number 1: HOMO level -7.16 eV, largest force on an atom 0.29342 hartree/bohr. Number 2: HOMO level -9.38 eV, largest force on an atom 0.07732 hartree/bohr.